#one
2 unconnected molecules or ions with the total composition C5H15NO, computed with ωB97M-V with the def2-TZVPD basis set.

Last column: natural (NBO) charge in e.
Element x y z (Å)
1 C -0.151 2.464 -0.162  -0.6218
2 C -0.566 1.031 -0.429  -0.2105
3 N 0.565 0.122 -0.558  -0.6271
4 C 1.342 -0.018 0.699  -0.0647
5 C 1.530 -1.481 1.057  -0.6183
6 C 2.691 0.704 0.583  -0.6248
7 H 0.164 2.902 -1.114  0.2087
8 H -1.011 3.006 0.235  0.2119
9 H 0.717 2.503 0.497  0.2091
10 H -1.289 0.907 -1.238  0.1990
11 H -1.180 0.645 0.412  0.1443
12 H 0.217 -0.801 -0.790  0.3545
13 H 0.760 0.441 1.499  0.1731
14 H 0.645 -2.112 0.951  0.2055
15 H 1.896 -1.512 2.081  0.2150
16 H 2.221 -2.043 0.417  0.2079
17 H 2.796 1.556 1.255  0.2051
18 H 2.891 1.013 -0.432  0.2291
19 H 3.514 0.034 0.874  0.2039
20 O -5.603 -2.932 -1.978  -0.9452
21 H -6.283 -2.997 -2.652  0.4729
22 H -5.866 -3.432 -1.206  0.4723

Calculated values
Molecular weight = 105.181 g mol⁻¹
Highest occupied orbital energy = -8.56 eV
Net charge = 0
Kohn-Sham gap = 9.5476 eV
SMILES = CCNC(C)C.O
LUMO level = 0.03641 hartree



#two
2 unconnected molecules or ions with the total composition C5H15NO, computed with ωB97M-V with the def2-TZVPD basis set.

Last column: natural (NBO) charge in e.
Element x y z (Å)
1 C 0.601 -1.905 -0.673  -0.6257
2 C -0.356 -1.354 0.422  -0.0219
3 C -1.765 -1.805 0.125  -0.6082
4 N -0.312 0.094 0.552  -0.4724
5 C -0.083 0.688 1.841  -0.3948
6 C 0.106 0.875 -0.548  -0.3987
7 H 0.879 -2.921 -0.406  0.2152
8 H 0.073 -1.952 -1.600  0.2001
9 H 1.462 -1.261 -0.814  0.2104
10 H -0.028 -1.806 1.362  0.1849
11 H -1.843 -2.891 0.070  0.2025
12 H -2.119 -1.337 -0.797  0.2012
13 H -2.431 -1.424 0.888  0.2103
14 H -0.226 -0.030 2.641  0.2042
15 H -0.791 1.518 2.005  0.1827
16 H 0.883 1.200 1.863  0.1708
17 H -0.321 1.876 -0.481  0.1889
18 H 1.203 0.980 -0.648  0.1463
19 H -0.218 0.432 -1.488  0.2027
20 O 1.869 4.053 -1.384  -0.9302
21 H 2.431 3.281 -1.449  0.4660
22 H 0.987 3.688 -1.481  0.4657

Calculated values
Molecular weight = 105.181 g mol⁻¹
Highest occupied orbital energy = -7.94 eV
Net charge = 0
Kohn-Sham gap = 8.7140 eV
SMILES = CC(C)N(C)C.O
LUMO level = 0.02838 hartree



#three
2 unconnected molecules or ions with the total composition C5H15NO, computed with ωB97M-V with the def2-TZVPD basis set.

Last column: natural (NBO) charge in e.
Element x y z (Å)
1 C 1.982 0.735 -0.679  -0.6827
2 C 1.644 0.670 0.826  -0.2243
3 N 0.225 0.307 1.083  -0.4263
4 C -0.740 1.169 0.361  -0.4422
5 C 0.067 -1.090 0.632  -0.2259
6 C -1.253 -1.681 1.045  -0.6509
7 H 1.279 0.544 -1.489  0.2185
8 H 2.686 1.543 -0.921  0.2192
9 H 2.729 -0.035 -0.932  0.2137
10 H 1.996 1.660 1.145  0.2036
11 H 2.201 -0.113 1.354  0.1978
12 H -0.768 0.959 -0.711  0.1502
13 H -0.603 2.166 0.800  0.2271
14 H -1.661 1.024 0.952  0.2176
15 H 0.933 -1.648 1.044  0.1988
16 H 0.216 -1.166 -0.474  0.1458
17 H -1.623 -2.627 0.665  0.2276
18 H -2.042 -0.959 1.263  0.2233
19 H -1.084 -1.900 2.137  0.2124
20 O -1.678 -0.003 -2.612  -0.9244
21 H -1.046 -0.708 -2.798  0.4655
22 H -1.483 0.236 -1.695  0.4555

Calculated values
Molecular weight = 105.181 g mol⁻¹
Highest occupied orbital energy = -8.89 eV
Net charge = 0
Kohn-Sham gap = 9.7775 eV
SMILES = CCN(C)CC.O
LUMO level = 0.03254 hartree



#four
2 unconnected molecules or ions with the total composition C5H15NO, computed with ωB97M-V with the def2-TZVPD basis set.

Last column: natural (NBO) charge in e.
Element x y z (Å)
1 C 0.750 0.686 1.780  -0.6160
2 C 1.557 0.347 0.516  -0.4044
3 C 0.696 0.032 -0.711  -0.4024
4 C -0.540 -0.861 -0.464  -0.4201
5 C -0.037 -2.201 0.123  -0.2183
6 N 0.957 -2.908 -0.688  -0.8384
7 H -0.194 1.162 1.504  0.2016
8 H 0.554 -0.148 2.451  0.2043
9 H 1.268 1.429 2.347  0.2106
10 H 2.179 -0.493 0.728  0.1878
11 H 2.183 1.210 0.334  0.2075
12 H 0.430 1.028 -1.097  0.2031
13 H 1.285 -0.328 -1.557  0.2015
14 H -1.161 -0.350 0.267  0.2081
15 H -1.032 -1.015 -1.423  0.2014
16 H 0.460 -1.951 1.061  0.1837
17 H -0.837 -2.887 0.325  0.1875
18 H 1.899 -2.584 -0.566  0.3551
19 H 0.727 -2.831 -1.671  0.3472
20 O -3.340 4.263 -1.196  -0.9371
21 H -3.846 4.835 -0.608  0.4685
22 H -3.958 3.564 -1.455  0.4687

Calculated values
Molecular weight = 105.181 g mol⁻¹
Highest occupied orbital energy = -9.06 eV
Net charge = 0
Kohn-Sham gap = 9.8905 eV
SMILES = CCCCCN.O
LUMO level = 0.03061 hartree



Which of them is the most stable, and which is the least stable? #four and #three, in that order.



#one
2 unconnected molecules or ions with the total composition C5H15NO, computed with ωB97M-V with the def2-TZVPD basis set.

Last column: natural (NBO) charge in e.
Element x y z (Å)
1 C -1.072 -0.253 2.203  -0.6336
2 C -0.141 0.907 1.829  -0.2160
3 N -0.051 1.222 0.411  -0.6328
4 C 1.089 0.682 -0.301  -0.0338
5 C 1.146 -0.880 -0.269  -0.6435
6 C 1.084 1.128 -1.750  -0.6098
7 H -2.053 0.115 2.520  0.2027
8 H -1.198 -0.943 1.367  0.2094
9 H -0.687 -0.813 3.066  0.2112
10 H 0.870 0.633 2.143  0.1848
11 H -0.395 1.797 2.416  0.1853
12 H -0.897 0.980 -0.093  0.3439
13 H 1.995 1.036 0.208  0.1791
14 H 1.845 -1.239 -1.030  0.2045
15 H 0.144 -1.183 -0.554  0.2142
16 H 1.438 -1.356 0.645  0.2044
17 H 1.953 0.687 -2.239  0.2062
18 H 1.198 2.197 -1.928  0.2156
19 H 0.189 0.747 -2.244  0.2052
20 O -1.775 -1.711 -2.116  -0.9402
21 H -2.538 -1.227 -1.785  0.4693
22 H -2.143 -2.524 -2.498  0.4740

Calculated values
Molecular weight = 105.181 g mol⁻¹
Highest occupied orbital energy = -8.29 eV
Net charge = 0
Kohn-Sham gap = 8.9208 eV
SMILES = CCNC(C)C.O
LUMO level = 0.02326 hartree



#two
2 unconnected molecules or ions with the total composition C5H15NO, computed with ωB97M-V with the def2-TZVPD basis set.

Last column: natural (NBO) charge in e.
Element x y z (Å)
1 C -1.653 -0.510 -2.508  -0.6191
2 C -0.398 -0.041 -1.795  -0.3975
3 C -0.126 -0.808 -0.500  -0.2225
4 N 0.998 -0.206 0.238  -0.6334
5 C 1.249 -0.776 1.554  -0.2210
6 C 0.062 -0.825 2.508  -0.6220
7 H -1.568 -0.231 -3.553  0.2191
8 H -1.901 -1.556 -2.311  0.2088
9 H -2.532 -0.096 -1.999  0.2087
10 H -0.290 1.042 -1.717  0.2088
11 H 0.516 -0.192 -2.399  0.1780
12 H -1.079 -0.713 0.027  0.1911
13 H 0.096 -1.864 -0.693  0.1678
14 H 1.763 -0.519 -0.351  0.3515
15 H 1.958 -0.184 2.139  0.1956
16 H 1.662 -1.793 1.478  0.1598
17 H 0.193 -1.423 3.409  0.2174
18 H -0.822 -1.245 2.063  0.2023
19 H -0.189 0.184 2.846  0.2113
20 O -0.041 2.796 0.492  -0.9390
21 H 0.167 2.991 -0.436  0.4547
22 H 0.681 2.149 0.593  0.4797

Calculated values
Molecular weight = 105.181 g mol⁻¹
Highest occupied orbital energy = -9.30 eV
Net charge = 0
Kohn-Sham gap = 10.2817 eV
SMILES = CCCNCC.O
LUMO level = 0.03607 hartree



Which of them is the most stable, and which is the least stable? #one and #two, in that order.



#one
A gas-phase ion, C7H11N2OS (charge +1), computed with ωB97M-V with the def2-TZVPD basis set.

Last column: natural (NBO) charge in e.
Element x y z (Å)
1 C -3.011 0.121 -0.757  -0.6895
2 C -1.882 -0.587 -0.077  0.0634
3 N -2.154 -2.017 0.198  -0.6969
4 C -0.738 -0.095 0.290  -0.3670
5 S -0.438 1.590 0.176  0.2709
6 C 1.447 1.813 0.819  -0.4673
7 C 2.655 1.789 -0.150  -0.2335
8 C 3.269 0.793 -0.740  0.0118
9 N 3.094 -0.533 -0.343  -0.5187
10 C 2.371 -1.370 0.114  0.8685
11 O 1.780 -2.317 0.446  -0.5445
12 H -3.501 0.617 0.076  0.2510
13 H -3.668 -0.490 -1.428  0.2388
14 H -2.602 0.934 -1.415  0.2679
15 H -2.905 -2.365 -0.433  0.4588
16 H -2.361 -2.150 1.227  0.4531
17 H -1.253 -2.538 0.088  0.4582
18 H -0.040 -0.883 0.670  0.2372
19 H 1.459 1.223 1.701  0.2267
20 H 1.458 2.760 1.276  0.2393
21 H 2.894 2.817 -0.300  0.2294
22 H 4.127 0.890 -1.439  0.2423

Calculated values
Molecular weight = 171.245 g mol⁻¹
Highest occupied orbital energy = -12.38 eV
Net charge = +1
Kohn-Sham gap = 8.8949 eV
SMILES = C/C([NH3+])=C\SC/C=C\N=C=O
LUMO level = -0.12795 hartree



#two
2 unconnected molecules or ions with the total composition C7H11N2OS, computed with ωB97M-V with the def2-TZVPD basis set.

Last column: natural (NBO) charge in e.
Element x y z (Å)
1 C -3.188 1.494 0.329  -0.0291
2 C -4.158 0.556 0.568  -0.4182
3 C -2.061 -0.299 -0.271  -0.0103
4 C 1.497 -0.761 0.844  0.0678
5 C -0.962 -1.062 -0.739  -0.2856
6 C 0.231 -0.472 -1.075  0.1310
7 C 3.678 -0.106 -0.005  -0.4381
8 N -2.031 1.007 -0.134  -0.4845
9 N 2.456 0.110 0.714  -0.4248
10 O 0.428 0.848 -1.124  -0.6962
11 S -3.599 -1.011 0.186  0.4952
12 H -3.295 2.552 0.485  0.2316
13 H -5.149 0.717 0.945  0.2636
14 H 0.662 -0.526 1.479  0.2390
15 H 1.695 -1.798 0.617  0.2267
16 H -1.071 -2.132 -0.792  0.2464
17 H 0.993 -1.042 -1.592  0.2097
18 H 3.818 -1.164 -0.219  0.2276
19 H 3.669 0.457 -0.942  0.2428
20 H 4.517 0.255 0.593  0.2448
21 H 2.279 1.076 0.978  0.4352
22 H -0.408 1.303 -0.843  0.5254

Calculated values
Molecular weight = 171.245 g mol⁻¹
Highest occupied orbital energy (alpha / beta) = -11.77 / -11.77 eV
Net charge = +1
Kohn-Sham gap (alpha / beta) = 6.9654 / 6.9646 eV
LUMO level (alpha / beta) = -0.17654 / -0.17657 hartree



Which of them is the most stable, and which is the least stable? #two and #one, in that order.



#one
A single C3H6O2 molecule, computed with ωB97M-V with the def2-TZVPD basis set.

Last column: natural (NBO) charge in e.
Element x y z (Å)
1 C -1.464 0.460 0.642  -0.6302
2 C -0.266 -0.277 0.082  -0.0784
3 O 0.789 0.702 -0.261  -0.5029
4 C 1.870 0.061 -0.759  0.5511
5 O 1.886 -1.151 -0.874  -0.6188
6 H -1.872 1.160 -0.091  0.2155
7 H -2.254 -0.259 0.902  0.2212
8 H -1.198 1.012 1.546  0.2156
9 H -0.522 -0.842 -0.819  0.1969
10 H 0.143 -0.991 0.804  0.1971
11 H 2.888 0.126 -1.172  0.2328

Calculated values
Molecular weight = 74.079 g mol⁻¹
Highest occupied orbital energy = -10.04 eV
Net charge = 0
Kohn-Sham gap = 11.0721 eV
SMILES = CCOC=O
LUMO level = 0.03810 hartree



#two
2 unconnected molecules or ions with the total composition C3H6O2, computed with ωB97M-V with the def2-TZVPD basis set.

Last column: natural (NBO) charge in e.
Element x y z (Å)
1 C 1.293 -1.495 0.440  -0.4316
2 C 1.205 -0.393 -0.189  -0.0626
3 C 1.175 0.904 -0.374  0.0593
4 O 0.279 1.752 0.220  -0.6647
5 H 0.784 -2.354 0.153  0.2087
6 H 2.222 -1.563 0.985  0.2122
7 H 1.614 1.451 -1.220  0.1940
8 H -0.066 1.181 1.006  0.4840
9 O -2.691 0.147 -0.052  -0.9728
10 H -2.222 -0.023 -0.897  0.4918
11 H -3.591 0.393 -0.072  0.4817

Calculated values
Molecular weight = 74.079 g mol⁻¹
Highest occupied orbital energy = -8.74 eV
Net charge = 0
Kohn-Sham gap = 9.5185 eV
SMILES = C=C=CO.O
LUMO level = 0.02874 hartree



#three
A single C3H6O2 molecule, computed with ωB97M-V with the def2-TZVPD basis set.

Last column: natural (NBO) charge in e.
Element x y z (Å)
1 C -1.975 0.120 0.000  -0.4207
2 C -1.206 -0.138 -1.048  0.0942
3 O 0.022 -0.735 -0.840  -0.2823
4 O 0.528 0.149 0.236  -0.2958
5 C 1.866 -0.052 0.593  -0.2612
6 H -2.785 0.834 -0.040  0.2071
7 H -1.679 -0.291 0.960  0.2132
8 H -1.382 0.241 -2.054  0.1836
9 H 1.987 0.768 1.310  0.2075
10 H 2.048 -1.002 1.110  0.1751
11 H 2.575 0.106 -0.227  0.1793

Calculated values
Molecular weight = 74.079 g mol⁻¹
Highest occupied orbital energy = -9.22 eV
Net charge = 0
Kohn-Sham gap = 10.3535 eV
SMILES = C=COOC
LUMO level = 0.04164 hartree



Which of them is the most stable, and which is the least stable? #one and #three, in that order.